152
Properties=species:S:1:pos:R:3:lowdin_charge:R:1 method="wB97M-V/def2-TZVPD" homo_lumo_gap_ev=4.1515 total_energy_ev=-156790.8903 mol_weight_g_mol=1504.4 e_lumo_ev=-1.4 homo_ev=-5.50
Pb -1.11955 0.74231 -1.37837 1.466
Cl -8.18920 2.96319 4.66974 0.650
C -7.04411 2.44774 3.47794 -0.679
C -7.23408 2.81155 2.15488 -0.102
C -6.29568 2.43202 1.21432 -0.026
C -5.18339 1.67454 1.57820 -0.189
C -5.02958 1.29920 2.91075 -0.028
C -5.95103 1.68957 3.86359 -0.092
C -4.17639 1.31345 0.56770 -0.046
C -3.83159 -0.03570 0.44808 -0.224
C -4.52270 -1.11717 1.09679 0.004
C -3.80314 -2.24510 0.85090 -0.014
C -2.69277 -1.85636 0.02461 -0.242
C -1.68914 -2.70517 -0.54626 -0.092
C -0.99552 -3.72284 0.18998 -0.145
C 0.24180 -4.21495 -0.29509 -0.043
C 0.98201 -5.16063 0.37408 -0.115
C 0.51588 -5.61870 1.59461 -0.643
Cl 1.38785 -6.89867 2.41168 0.737
C -0.64477 -5.12006 2.16121 -0.109
C -1.37567 -4.18211 1.46770 -0.008
C -1.31558 -2.49925 -1.90369 -0.268
N -1.31025 -1.32826 -2.54603 0.017
C -0.97136 -1.56132 -3.84025 -0.244
C -0.81176 -0.60695 -4.84151 -0.069
C -0.23844 -1.10523 -6.10855 -0.206
C 1.05078 -1.63460 -6.09806 -0.033
C 1.63030 -2.11791 -7.25600 -0.095
C 0.90345 -2.09949 -8.43533 -0.680
Cl 1.61516 -2.72145 -9.88535 0.656
C -0.38472 -1.59172 -8.46677 -0.098
C -0.94313 -1.08359 -7.30706 -0.025
C -1.10502 0.76304 -4.74759 -0.252
C -0.98094 1.70488 -5.83070 -0.011
C -1.33926 2.91468 -5.33537 -0.010
C -1.67786 2.70883 -3.95120 -0.256
N -1.52308 1.40551 -3.64006 0.013
C -2.13717 3.71275 -3.07989 -0.044
C -2.73721 3.47792 -1.83700 -0.245
C -3.24883 4.46456 -0.91590 0.007
C -3.85306 3.77763 0.08439 0.009
C -3.66788 2.37607 -0.20254 -0.251
N -2.96951 2.23702 -1.34154 0.004
C -1.97796 5.09654 -3.54281 -0.177
C -3.03585 6.00190 -3.53030 -0.025
C -2.85315 7.31046 -3.93410 -0.095
C -1.59952 7.72346 -4.35493 -0.673
Cl -1.35028 9.37450 -4.81525 0.659
C -0.54062 6.83229 -4.41970 -0.096
C -0.73866 5.52559 -4.01945 -0.051
C -0.80635 -2.97776 -4.03403 0.012
C -1.00159 -3.56187 -2.82570 -0.020
N -2.77011 -0.54605 -0.23324 0.024
H -8.09259 3.39911 1.86600 0.103
H -6.42387 2.71365 0.17919 0.125
H -4.14800 0.75268 3.20375 0.109
H -5.81444 1.42698 4.90222 0.102
H -5.45824 -1.02871 1.61620 0.110
H -4.08559 -3.25076 1.10681 0.100
H 0.63874 -3.82628 -1.21827 0.103
H 1.91089 -5.53053 -0.03884 0.109
H -0.98171 -5.47600 3.12575 0.104
H -2.26385 -3.79343 1.93126 0.093
H 1.59909 -1.65501 -5.16708 0.118
H 2.63791 -2.50512 -7.24653 0.104
H -0.94754 -1.59604 -9.38688 0.103
H -1.94583 -0.68372 -7.32270 0.126
H -0.65709 1.48204 -6.82814 0.103
H -1.39726 3.84487 -5.86365 0.106
H -3.13700 5.52964 -1.00939 0.104
H -4.32073 4.16997 0.96513 0.115
H -4.01414 5.66534 -3.22377 0.122
H -3.67363 8.01105 -3.92136 0.105
H 0.42597 7.15933 -4.77177 0.107
H 0.07499 4.81932 -4.06042 0.108
H -0.59581 -3.46214 -4.96786 0.110
H -1.00889 -4.61267 -2.59959 0.111
F 3.70292 -3.72704 1.91763 0.019
C 2.87015 -2.99483 2.71994 -0.174
C 1.90435 -2.26544 2.08222 0.067
C 1.05744 -1.41812 2.77946 -0.033
C 0.10314 -0.61344 1.99198 -0.305
O -0.02595 -0.85129 0.79330 -0.040
C -0.54929 0.40760 2.77356 -0.004
C -0.35820 0.45815 4.10892 0.041
N 0.45235 -0.37579 4.83827 -0.002
C 0.57362 -0.17751 6.25251 -0.266
C 0.09252 -1.25329 7.18789 -0.102
C -0.66509 0.03308 7.06943 -0.081
C 1.22322 -1.28923 4.17225 -0.120
C 2.18322 -2.08867 4.80884 0.064
C 2.99585 -2.98043 4.11589 -0.153
N 3.89313 -3.77963 4.86109 -0.091
C 4.92831 -4.53158 4.19376 -0.133
C 4.40635 -5.82492 3.55148 -0.107
N 3.58791 -6.62766 4.50026 0.026
C 2.61662 -5.81744 5.28242 -0.109
C 3.29735 -4.59183 5.89662 -0.137
C -1.32951 1.61932 2.14657 -0.652
O -2.20909 2.08673 2.86008 0.011
O -0.89426 2.00254 1.05025 -0.117
H 1.78759 -2.33936 1.01421 0.104
H -0.87700 1.22366 4.67013 0.143
H 1.46103 0.38513 6.53060 0.155
H 0.65419 -1.45239 8.08874 0.099
H -0.34143 -2.13260 6.73559 0.108
H -0.61809 0.74264 7.88135 0.108
H -1.61626 0.00957 6.56207 0.111
H 2.33207 -1.99390 5.87249 0.112
H 5.69443 -4.76644 4.94229 0.131
H 5.39453 -3.91695 3.42419 0.139
H 5.23956 -6.42897 3.19387 0.141
H 3.76110 -5.59653 2.70614 0.088
H 4.19489 -7.15611 5.13183 0.186
H 3.01655 -7.26072 3.91030 0.081
H 2.16970 -6.45005 6.04881 0.139
H 1.83693 -5.48773 4.59232 0.101
H 4.08504 -4.89229 6.59454 0.132
H 2.55233 -4.01824 6.44587 0.122
C 2.20034 1.67571 1.18913 -0.034
C 2.50008 3.09179 0.87909 -0.184
C 3.01851 3.96522 1.80254 -0.052
C 3.26768 5.29706 1.48725 -0.068
C 2.96739 5.77239 0.21352 -0.059
C 2.42878 4.96021 -0.74655 -0.200
C 2.02784 5.46942 -2.08738 -0.047
C 2.18137 3.55407 -0.46224 -0.310
N 1.74228 2.77941 -1.36596 0.315
H 2.56069 1.39406 2.17718 0.085
H 2.62350 1.02153 0.42863 0.079
H 1.11182 1.56270 1.13844 0.054
H 3.23656 3.60485 2.79977 0.108
H 3.68200 5.96511 2.22880 0.100
H 3.14751 6.81274 -0.02303 0.111
H 2.58982 6.35886 -2.36450 0.084
H 0.96694 5.72152 -2.06221 0.079
H 2.16153 4.68645 -2.83103 0.067
C 3.84534 -1.99779 -0.79233 -0.028
C 3.06492 -1.08536 -1.66973 -0.304
C 3.45767 -0.30680 -2.73820 0.008
C 2.30563 0.39249 -3.14518 -0.369
N 1.28925 0.04111 -2.37921 -0.019
N 1.74610 -0.84997 -1.50180 0.055
C 2.17698 1.38916 -4.24009 -0.027
H 4.84550 -2.14146 -1.18870 0.082
H 3.37216 -2.97385 -0.70606 0.065
H 3.93751 -1.57707 0.20890 0.069
H 4.44137 -0.23565 -3.15293 0.101
H 1.11261 -1.15632 -0.77056 0.097
H 3.11273 1.92985 -4.36866 0.080
H 1.38329 2.08197 -3.98109 0.054
H 1.92895 0.90673 -5.18740 0.067